{"formula": "C5H26B2Cs3N6O4", "method": "ωB97M-V/def2-TZVPD", "total_charge": 1, "homo_ev": -11.18, "total_energy_ev": -25729.5444, "homo_lumo_gap_ev": 7.53, "symbols": ["Cs", "Cs", "Cs", "B", "H", "H", "H", "H", "B", "H", "H", "H", "H", "C", "O", "N", "N", "H", "H", "H", "H", "C", "O", "N", "N", "H", "H", "H", "H", "C", "O", "N", "N", "H", "H", "H", "H", "C", "C", "O", "H", "H", "H", "H", "H", "H"], "positions_angstrom": [[-0.3276, 2.1608, -2.7626], [-1.2921, -0.6765, 3.4148], [-1.7761, -2.2100, -0.6015], [-0.1971, 0.8142, 0.3501], [-0.6748, 0.4271, -0.5765], [-1.0033, 1.0192, 1.1202], [0.5244, 0.0402, 0.7540], [0.3188, 1.8000, 0.1569], [-3.0899, -0.1484, -3.0639], [-1.9975, -0.3227, -2.9588], [-3.7132, -0.7545, -2.3402], [-3.4348, 0.9256, -2.9100], [-3.4321, -0.4318, -4.1308], [3.0383, 2.5163, 1.7482], [4.1539, 2.9199, 2.0703], [1.8857, 3.0627, 2.2224], [2.8098, 1.4709, 0.9239], [1.8422, 3.9623, 2.6589], [1.0486, 2.5249, 2.0580], [1.8421, 1.2289, 0.7336], [3.6415, 1.1171, 0.4830], [1.5294, -1.9127, -2.3716], [0.9556, -2.9857, -2.1944], [1.4799, -0.8402, -1.5419], [2.2828, -1.6166, -3.4573], [0.9362, -0.7593, -0.7002], [2.0963, -0.0778, -1.7527], [2.4838, -2.4055, -4.0493], [2.4759, -0.6690, -3.7039], [-3.4723, 2.9134, 0.7895], [-4.3054, 3.6397, 1.3200], [-3.7710, 1.6755, 0.3108], [-2.1642, 3.2674, 0.5763], [-4.7292, 1.3814, 0.3835], [-3.0475, 1.1009, -0.0743], [-1.4313, 2.5790, 0.4985], [-1.8392, 4.0923, 1.0595], [1.9576, -2.9067, 1.3645], [0.9562, -3.8905, 1.9547], [-0.3548, -3.3198, 1.8642], [2.9651, -3.0846, 1.7305], [1.6619, -1.8650, 1.4982], [1.9342, -3.0670, 0.2821], [1.1333, -3.9169, 3.0391], [1.0893, -4.8811, 1.5204], [-0.9893, -3.8974, 2.3040]], "forces_ev_per_angstrom": [[-0.57, -0.04, -0.24], [0.11, 0.20, 0.02], [-0.16, -0.06, -0.83], [-0.30, -0.06, 0.74], [-1.26, -0.81, -2.18], [-1.50, 0.10, 1.61], [1.28, -1.53, 0.99], [1.00, 1.82, -0.55], [-1.22, 0.27, -0.91], [3.38, -0.45, 0.50], [-1.12, -1.58, 1.83], [-0.15, 2.32, 0.45], [-0.24, -0.49, -1.37], [1.59, 1.08, 1.04], [-0.87, -0.26, -0.63], [-1.00, -0.35, 0.08], [0.23, -0.28, -0.13], [0.24, -0.05, 0.18], [-0.14, 0.63, 0.06], [0.90, -0.27, -0.45], [-0.31, -0.40, -0.06], [-0.35, 0.06, -0.12], [0.18, 0.54, 0.37], [-0.10, 0.42, 0.26], [0.08, -1.26, -0.29], [0.09, -0.23, -0.09], [0.11, 0.07, 0.33], [0.06, 0.41, -0.40], [0.29, -0.08, -0.34], [-0.88, 0.43, 0.42], [0.77, -0.44, -0.37], [-0.08, -0.17, 0.54], [0.94, 0.92, 0.03], [0.10, -0.11, -0.25], [-0.23, -0.17, -0.47], [-0.42, -0.13, 0.00], [-0.42, 0.08, -0.04], [-0.65, -0.45, -1.13], [1.09, 1.01, 1.77], [-0.86, 0.05, -0.54], [-0.03, 0.03, 0.05], [0.09, -0.03, 0.45], [0.33, 0.12, -0.02], [0.30, -0.60, -0.17], [-0.50, 0.04, -0.08], [0.21, -0.28, -0.08]], "mulliken_charge": [0.981, 1.126, 1.119, 0.266, -0.614, -0.394, -0.516, -0.214, 0.154, -0.502, -0.306, -0.147, -0.183, 0.466, -0.659, -0.264, -0.211, 0.197, 0.286, 0.359, 0.170, 0.639, -0.642, 0.147, -0.421, -0.575, 0.257, 0.253, 0.143, 0.474, -0.658, -0.222, -0.246, 0.183, 0.195, 0.256, 0.224, -0.450, -0.408, -0.490, 0.399, -0.106, 0.060, 0.309, 0.314, 0.250]}